Entry 1:
Computed, not measured: C8H26B2O29 as an isolated structure in a non-equilibrium geometry, with the ωB97M-V functional and the def2-TZVPD basis.

Summary:
Charge: -2
E, Ha: -2552.52457
E_HOMO, eV: -5.9
Orbital gap, eV: 9.4815
Relative energy (zero: lowest compared OMol25 entry of this formula, charge and spin), eV: 7.5483

```
65
Properties=species:S:1:pos:R:3:forces:R:3
O -3.361486 1.032478 -0.638008 -0.30 0.63 -0.27
C -2.393599 0.536374 -0.115272 -7.65 -0.77 -3.93
O -1.603283 1.045095 0.631728 4.79 4.21 4.42
B -0.426128 0.229322 0.580977 1.75 -0.78 0.66
O -0.869244 -0.968086 -0.009249 2.68 -2.00 0.84
C -2.079747 -0.853764 -0.312206 -2.54 -6.83 -4.53
O -2.657757 -1.839155 -0.875626 0.70 3.76 2.00
O 0.254958 -0.053396 1.813886 -3.40 -1.34 1.39
C 1.426050 0.415473 1.782446 2.07 -1.22 10.37
O 2.084645 0.543605 2.839198 -0.52 -0.27 -3.18
C 1.676783 0.904003 0.554187 4.90 5.11 -5.94
O 0.657238 0.755984 -0.194428 -0.95 0.79 -2.56
O 2.645940 1.605187 0.241632 -0.97 -1.38 0.27
O 3.487029 -1.070453 -2.032140 -0.81 -1.92 -1.03
C 2.499028 -1.603960 -2.573926 8.72 2.99 4.99
O 1.995524 -1.121675 -3.562681 -4.22 2.06 -6.17
B 0.563239 -1.396446 -3.417095 -1.45 -1.54 -0.68
O 0.476716 -2.367682 -2.286465 -3.80 0.34 -3.52
C 1.630220 -2.404189 -1.823315 -0.37 -0.99 3.84
O 1.811675 -2.654799 -0.682170 1.47 -1.89 2.91
O -0.085466 -1.958379 -4.636065 3.58 -2.29 1.62
C -0.928749 -1.125393 -5.004463 -5.43 0.75 -7.25
O -1.469890 -1.078238 -6.145720 1.66 -0.27 3.40
C -1.166828 -0.120660 -3.978244 -3.08 4.49 -3.76
O -0.275764 -0.234368 -3.136155 3.61 -0.30 4.65
O -1.826285 0.903667 -4.173428 0.03 -1.47 1.10
O -2.340249 3.995605 0.148622 -9.05 3.12 -4.76
H -2.399853 3.633705 -0.727271 1.12 -0.75 0.02
H -1.697948 3.869653 0.667779 8.03 -2.18 5.21
O 5.095612 2.399171 1.538875 -2.50 1.16 1.53
H 4.549554 2.832615 2.315273 1.64 -1.40 -2.31
H 4.353160 2.159356 0.913638 0.88 0.18 0.82
O -5.662327 0.767540 0.740386 -3.72 -0.61 -0.48
H -4.948878 0.937441 0.197931 2.33 0.57 -2.44
H -5.265671 0.779570 1.559733 1.01 0.02 3.09
O -0.591125 -1.104302 4.858583 -0.30 1.75 3.05
H -0.768277 -1.637258 4.147089 -0.32 -1.95 -3.02
H -1.429888 -1.135638 5.345267 0.40 0.17 0.01
O 1.492626 0.770976 5.579344 -0.06 1.58 4.31
H 1.786961 0.712347 4.732631 1.39 -0.41 -4.01
H 0.725873 0.241927 5.614317 -1.22 -1.06 -0.13
O 3.311145 -2.161024 4.348619 -0.02 1.31 -1.31
H 3.777043 -1.310307 4.138895 -0.11 -0.84 0.74
H 2.737757 -2.166892 3.548991 0.23 -0.65 0.61
O -0.990941 -4.189898 0.284436 1.04 2.21 -1.19
H -0.074753 -4.562557 0.311531 -1.05 0.88 -0.10
H -0.915589 -3.236451 -0.159384 -0.07 -3.15 1.29
O 4.915247 0.144839 3.465198 4.17 -0.41 11.94
H 4.771190 0.241600 2.657159 -2.04 1.65 -11.25
H 5.774181 0.641767 3.666918 -2.08 -1.17 -0.62
O -4.337847 3.276816 -2.387643 -0.51 0.86 -0.48
H -4.762524 2.543864 -1.955016 0.00 -0.45 0.30
H -3.398464 3.173279 -2.228000 0.22 -0.49 -0.03
O -1.502555 2.921305 -2.289034 -0.16 0.06 -0.38
H -1.552947 2.045756 -2.787799 -0.11 1.51 -0.24
H -1.553245 3.698131 -2.896305 0.34 -1.41 0.28
O 1.353474 3.603395 -1.484064 0.87 1.71 -0.68
H 1.947370 2.910937 -1.273170 1.60 -0.98 0.31
H 0.565785 3.188759 -1.230889 -2.48 -0.60 0.24
O 1.507742 -3.070005 2.080289 1.10 -0.16 -0.71
H 0.782551 -2.842906 2.654457 -0.57 0.32 -0.53
H 1.433479 -2.773673 1.136288 -0.47 -0.19 1.21
O -3.184165 -2.627612 -3.592093 0.39 -1.30 -1.68
H -2.926272 -2.361636 -2.728476 0.18 0.44 1.64
H -2.642052 -3.430737 -3.760508 -0.57 0.86 0.14
```
Positions in Å, forces in eV/Å.

Here are the natural (NBO) charges for atoms 1 to 2, given in e:
1. O -0.599
2. C 0.691

=====

Entry 2:
Computed, not measured: C8H26B2O29Rb as an isolated structure in a non-equilibrium geometry, with the ωB97M-V functional and the def2-TZVPD basis.

Summary:
Charge: -1
E, Ha: -2576.67175
E_HOMO, eV: -6.6
Orbital gap, eV: 6.8862
Relative energy (zero: lowest compared OMol25 entry of this formula, charge and spin), eV: 2.2004

```
66
Properties=species:S:1:pos:R:3:forces:R:3
Rb -3.209030 3.832061 -3.368227 -0.60 -0.45 -0.01
O -0.995030 2.477061 -3.055227 0.34 -1.65 2.59
C -0.645030 1.615061 -2.209227 0.29 2.63 -4.02
O -0.075030 0.542061 -2.541227 1.47 -2.50 -1.54
B 0.441970 -0.194939 -1.372227 -1.39 0.29 0.86
O -0.038030 0.630061 -0.240227 1.35 -1.20 -0.02
C -0.606030 1.624061 -0.754227 -3.97 3.27 2.75
O -1.293030 2.443061 -0.141227 0.99 0.06 -0.18
O 1.887970 -0.341939 -1.258227 -0.42 3.21 -1.05
C 2.128970 -1.562939 -1.311227 5.02 -4.23 0.03
O 3.259970 -2.099939 -1.278227 -2.38 1.61 -0.58
C 0.870970 -2.291939 -1.179227 0.13 -4.52 3.61
O -0.122030 -1.548939 -1.270227 -2.61 4.40 -2.02
O 0.742970 -3.312939 -0.543227 1.16 -1.30 -1.26
O -2.906030 -3.941939 0.505773 -0.03 1.44 -0.74
C -2.963030 -2.755939 0.194773 -1.06 -7.48 1.51
O -3.761030 -2.297939 -0.675227 -1.47 2.51 -2.25
B -3.640030 -0.839939 -0.494227 -1.00 0.29 -0.27
O -2.535030 -0.640939 0.415773 -2.79 6.31 -2.48
C -2.261030 -1.746939 0.869773 5.41 -2.92 3.59
O -1.344030 -1.948939 1.604773 0.23 -0.47 0.96
O -3.414030 -0.064939 -1.728227 2.82 -1.65 0.88
C -4.382030 0.706061 -1.913227 -1.29 1.29 -7.97
O -4.544030 1.281061 -3.029227 0.40 -0.05 2.88
C -5.365030 0.540061 -0.898227 -3.39 6.65 4.47
O -4.943030 -0.259939 -0.000227 0.98 -2.59 0.64
O -6.123030 1.507061 -0.590227 0.76 -3.09 -1.81
O -3.894030 3.480061 -0.543227 0.70 -0.24 0.85
H -3.456030 3.001061 0.214773 -0.62 0.52 -1.12
H -3.350030 4.276061 -0.586227 -0.02 -0.02 0.41
O 1.096970 2.954061 1.864773 0.30 1.07 0.43
H 0.491970 2.613061 1.221773 -0.52 -0.59 -0.25
H 1.860970 2.382061 1.812773 0.25 -0.42 0.12
O 4.026970 -2.398939 1.230773 -0.33 -0.69 -0.71
H 4.642970 -1.865939 1.690773 1.15 0.67 1.00
H 4.063970 -2.048939 0.327773 0.06 -0.53 -0.12
O -1.194030 4.772061 1.754773 -0.92 0.24 1.41
H -0.945030 4.015061 1.254773 0.46 -1.07 -0.56
H -1.139030 5.510061 1.180773 0.23 1.02 -0.79
O 2.490970 2.368061 -1.203227 -0.31 0.28 -0.45
H 3.340970 2.718061 -1.446227 0.69 0.04 -0.14
H 1.885970 3.121061 -1.376227 0.01 -0.81 0.53
O 1.764970 -1.015939 1.634773 -1.02 1.07 -0.67
H 2.567970 -1.478939 1.462773 0.77 -1.51 0.36
H 2.031970 -0.149939 1.278773 -0.99 -0.10 0.70
O 5.275970 -0.153939 -0.552227 -0.70 -0.93 0.43
H 5.567970 0.668061 -0.916227 0.03 0.69 -0.42
H 4.419970 -0.410939 -0.959227 0.75 0.15 -0.11
O 0.758970 4.300061 -1.305227 -1.62 -0.74 1.01
H 1.327970 4.872061 -1.755227 1.13 1.77 -1.10
H -0.145030 4.628061 -1.402227 0.30 -0.32 -0.02
O 3.130970 1.168061 1.215773 0.37 0.61 1.82
H 3.716970 0.428061 1.243773 0.92 -0.63 0.33
H 3.030970 1.335061 0.309773 -0.43 0.85 -2.35
O 2.218970 -5.393939 0.629773 0.99 -0.28 0.25
H 1.771970 -4.764939 0.069773 -0.78 0.38 -0.51
H 3.107970 -5.015939 0.609773 0.08 -0.19 0.26
O 0.681970 -3.601939 2.385773 0.26 -0.63 -0.98
H 1.402970 -4.236939 2.239773 -0.09 0.11 0.24
H 0.440970 -3.407939 1.451773 0.01 0.50 1.13
O -1.045030 0.672061 2.700773 0.18 -1.09 -2.36
H -1.562030 1.215061 3.258773 -1.03 0.93 0.58
H -1.542030 0.489061 1.842773 0.87 0.44 2.02
O -0.907030 -5.809939 1.168773 -2.00 -3.12 -0.89
H -0.342030 -5.114939 1.351773 1.39 2.36 0.84
H -1.768030 -5.462939 0.896773 0.55 0.38 0.24
```
Positions in Å, forces in eV/Å.

Here are the Löwdin charges for atoms 1 to 2, given in e:
1. Rb 1.084
2. O -0.101